# 1
Below is a structure of composition C31H26Cl2F2N10O2PV, with properties calculated with ωB97M-V with the def2-TZVPD basis set.

The geometry in XYZ format:
```
75
Properties=species:S:1:pos:R:3:forces:R:3
V -0.28097 -0.43799 -0.42508 0.3133 0.3867 1.4964
Cl -2.77648 -5.60224 2.92921 0.0612 0.0135 -0.0041
C -1.46075 -4.71447 2.20813 -0.0694 0.0011 0.0071
C -1.71927 -3.89386 1.11934 -0.0270 -0.0840 -0.0623
C -0.70088 -3.17510 0.52657 0.1053 -0.1233 -0.3248
N -0.92483 -2.33933 -0.57692 -0.0792 -0.7471 0.0370
C -1.05972 -2.87410 -1.78460 -0.2705 0.0958 0.0202
O -1.18176 -4.05381 -2.12703 0.0714 -0.0156 -0.0757
C -1.13227 -1.77415 -2.82690 0.0073 -0.0778 0.0735
C -1.54693 -2.05013 -4.11794 -0.0583 -0.0023 0.0173
C -1.74960 -1.00040 -4.99420 -0.0122 -0.0408 -0.0544
C -1.54929 0.29472 -4.53828 0.0096 0.0529 0.0520
C -1.10029 0.48448 -3.24525 0.0469 0.0217 0.0279
N -0.84505 -0.52778 -2.40816 -0.1241 -0.3074 -0.8305
C 0.61875 -3.21291 1.02965 0.1637 0.2370 -0.0795
C 0.86666 -4.08354 2.09636 0.0026 0.0514 0.0091
C -0.16477 -4.81101 2.67712 0.0855 -0.0256 0.0631
Cl 0.22512 -5.84544 4.03179 -0.0298 0.0197 -0.0307
N 1.51272 -2.26588 0.48559 -0.3020 -0.1887 0.3417
C 2.80222 -2.40401 0.75812 0.2054 0.1103 -0.1757
O 3.42785 -3.35394 1.26974 -0.1377 -0.0179 0.0596
C 3.69305 -1.21532 0.39313 -0.1023 -0.0126 0.0384
C 5.07067 -1.43762 0.29578 -0.0430 -0.0126 -0.0314
C 5.91094 -0.36952 0.06450 0.0526 -0.0090 -0.0180
C 5.36382 0.90447 -0.04650 -0.0120 0.0024 0.0069
C 3.99076 1.02484 0.06128 -0.0010 -0.0143 0.0660
N 3.16622 -0.00161 0.26891 0.0882 0.0162 0.1073
H -2.71936 -3.82196 0.71463 0.0050 -0.0054 -0.0010
H -1.72227 -3.08606 -4.37284 -0.0128 0.0057 -0.0064
H -2.08612 -1.18272 -6.00766 0.0022 0.0046 0.0033
H -1.74272 1.15491 -5.16487 -0.0053 -0.0109 -0.0129
H -0.95406 1.47659 -2.83944 0.0036 0.0024 -0.0217
H 1.86513 -4.18778 2.48417 0.0446 0.0162 0.0091
H 5.42798 -2.44896 0.42209 0.0093 0.0038 0.0083
H 6.98072 -0.52040 -0.02150 -0.0006 0.0093 0.0025
H 5.98143 1.77816 -0.21280 0.0057 -0.0053 -0.0051
H 3.51882 2.00135 -0.02300 0.0823 -0.0606 0.0497
C 3.01382 1.48496 3.76140 0.0002 -0.0400 -0.0372
N 1.83633 0.78918 3.28314 -0.1084 -0.0430 0.1003
C 1.46852 -0.47531 3.65535 -0.0275 0.0180 0.0342
C 0.33092 -0.76121 2.95744 0.0125 0.0186 -0.0362
N 0.00558 0.28517 2.14528 0.1022 -0.1597 -0.0865
C 0.91400 1.21585 2.37480 -0.0458 -0.0123 -0.0744
P 0.91619 2.90722 1.74272 0.3446 -0.2697 0.0063
C 0.97354 2.57039 -0.04796 -0.0387 -0.0402 0.2007
N 0.79494 1.40850 -0.65341 0.2645 0.3090 -0.3734
C 1.47384 1.47974 -1.84370 -0.0905 0.2645 -0.0052
C 2.02331 2.71720 -1.98643 -0.1195 -0.0216 -0.0065
N 1.71067 3.40265 -0.84475 0.0021 0.2282 -0.1850
C 2.16876 4.74179 -0.53202 -0.0627 -0.0792 0.0026
C -0.71101 3.49204 2.26999 0.0572 0.1635 0.0418
N -1.88570 2.92783 2.14956 -0.1557 -0.0724 -0.0938
C -2.76380 3.72754 2.81151 -0.0277 -0.0503 -0.0036
C -2.10943 4.79575 3.36161 0.0402 0.0130 0.0189
N -0.79556 4.64933 3.02019 -0.0542 0.0524 -0.1274
C 0.26435 5.54844 3.43152 -0.0163 0.0014 -0.0155
H 3.54956 0.81363 4.42823 0.0049 0.0204 0.0115
H 2.74505 2.38959 4.30595 -0.0076 0.0106 -0.0060
H 3.66946 1.74192 2.93142 0.0074 0.0167 -0.0458
H 2.04836 -1.05490 4.35290 0.0026 -0.0030 -0.0139
H -0.25423 -1.66320 2.98135 -0.0029 -0.0662 -0.0473
H 1.54218 0.63517 -2.50684 -0.0827 0.0155 -0.0284
H 2.59261 3.16225 -2.78378 0.0195 0.0053 0.0127
H 2.44165 5.23236 -1.46356 0.0272 0.0263 0.0208
H 3.03120 4.71623 0.13542 0.0174 -0.0025 0.0084
H 1.37394 5.31607 -0.06017 -0.0252 -0.0066 -0.0008
H -3.81473 3.49246 2.85352 0.0072 0.0058 0.0063
H -2.44709 5.63264 3.94974 -0.0163 -0.0150 -0.0054
H -0.14559 6.55286 3.52311 0.0187 0.0040 0.0083
H 1.05671 5.55498 2.68800 0.0043 -0.0002 0.0090
H 0.69123 5.24873 4.38972 -0.0052 -0.0114 0.0001
F -3.25454 -0.37925 -0.94555 0.0954 -0.1246 0.0770
C -2.26813 0.29531 -0.17405 -0.4438 0.4866 -0.2330
F -2.45277 1.64727 -0.63302 0.1456 -0.0334 0.0969
H -2.70683 0.30029 0.83406 0.0786 0.1023 0.0076
```
Forces are in eV/Å.

The charge is -1. As for the electronic energy: -117024.1079 eV. Its LUMO energy (spin up / spin down) is 0.06617 / 0.06610 Ha. The spin multiplicity is 4. The expectation value of S² is 3.767. The relative energy (zero: lowest compared OMol25 entry of this formula, charge and spin) is 114.04 kJ/mol.

# 2
Below is a structure of composition C31H26F3N3O6SSbTc, with properties calculated with ωB97M-V with the def2-TZVPD basis set.

The geometry in XYZ format:
```
72
Properties=species:S:1:pos:R:3:forces:R:3
Tc 0.34271 0.02670 -0.18400 0.1828 -1.6332 1.3001
O 0.47503 -0.33140 -4.30496 -0.1113 0.2609 0.1492
C 0.33821 -0.03031 -3.05205 0.3030 -0.5633 0.0686
O 0.82480 -0.69022 -2.11083 -0.0191 0.1726 -0.1430
C -0.43976 1.16803 -2.71057 -0.2592 0.3004 0.0941
C -0.98944 2.09588 -3.58830 0.0204 -0.0799 0.3571
C -1.68466 3.17640 -3.05709 0.0787 -0.1128 0.0740
C -1.84259 3.27956 -1.67827 0.2449 -0.3404 0.0805
C -1.27357 2.31139 -0.85230 0.0209 -0.0203 -0.7012
N -0.55755 1.28410 -1.36879 -0.7408 1.0340 -0.9769
C -1.33614 2.19574 0.61587 -0.2772 0.1862 0.5218
O -2.03789 2.99413 1.37162 0.4098 -0.4169 -0.0995
O -0.70310 1.26467 1.14501 -0.0711 0.3041 -0.0205
H 1.00119 -1.13399 -4.48495 -0.0251 0.0345 0.2192
H -0.86085 1.96934 -4.65249 -0.0040 -0.0161 -0.1010
H -2.10091 3.92969 -3.70791 -0.0644 0.0415 -0.0543
H -2.38922 4.11651 -1.26873 -0.0657 0.0420 0.0600
H -2.52957 3.70137 0.92263 0.1004 -0.1335 -0.0731
S -1.51038 -1.47598 -0.06427 0.3491 0.1465 -0.1802
Sb -1.66069 -2.61249 2.04120 -1.9635 0.1883 -0.3623
C -3.15276 -4.09230 1.42657 1.2361 0.8342 0.4281
C -3.08292 -4.62518 0.15153 -0.0148 -0.0777 -0.3853
C -4.05086 -5.53719 -0.23829 0.2829 0.1071 -0.1204
C -5.02409 -5.93993 0.66195 -0.1700 -0.1021 0.0087
C -5.07278 -5.40498 1.93897 0.1154 0.0757 0.1829
C -4.10912 -4.49198 2.34157 -0.2816 -0.0555 0.3264
C -2.81669 -1.20356 3.28381 0.8919 -0.7612 -0.3756
C -2.17758 -0.65214 4.37952 0.1553 0.0024 0.1799
C -2.90985 0.12715 5.26211 0.1308 0.0106 -0.0121
C -4.25766 0.34467 5.03179 -0.0091 0.0894 0.0985
C -4.87729 -0.20279 3.92105 -0.0470 -0.0375 -0.1873
C -4.15908 -0.98918 3.02961 -0.1842 -0.0931 -0.1701
C 1.78411 -2.70313 1.40011 1.5232 0.0870 0.6723
C 2.60603 -2.52527 2.64916 -0.7619 0.5876 0.0702
C 3.52078 -4.72280 2.77152 -0.2018 -1.0096 -0.1584
C 2.74998 -5.45915 1.93788 0.4337 0.2934 0.6281
C 1.86969 -5.06223 0.88082 -0.3762 0.8642 -0.3542
C 1.44785 -3.81049 0.56889 -0.1221 -0.6672 -0.3048
H -2.31391 -4.31979 -0.54596 0.0183 -0.0087 -0.0203
H -4.02853 -5.93590 -1.24185 -0.0178 -0.0815 -0.0237
H -5.73985 -6.69456 0.37400 -0.1178 -0.0057 -0.0640
H -5.83987 -5.70774 2.63582 -0.0412 -0.0589 0.0242
H -4.12875 -4.10132 3.34909 -0.0168 0.0470 0.0838
H -1.12746 -0.83585 4.56727 0.0133 -0.0149 0.0605
H -2.42370 0.54034 6.13285 -0.0046 0.0725 0.0680
H -4.82874 0.94213 5.72577 -0.0681 0.0289 0.0629
H -5.92917 -0.03647 3.74317 -0.0806 0.0374 0.0028
H -4.65183 -1.41965 2.16811 -0.0310 -0.0655 -0.0031
H 2.14336 -2.06583 3.52487 0.0236 -0.0949 -0.1113
H 4.25693 -5.21150 3.39852 -0.1113 -0.0472 -0.0091
H 2.91087 -6.52600 2.01565 0.1226 0.0426 0.1074
H 1.57327 -5.86044 0.21611 -0.0352 -0.0192 -0.1266
H 0.91041 -3.59375 -0.34256 -0.1062 -0.1060 -0.0741
F 4.64178 -2.33045 0.24786 -0.0465 -0.1229 0.2244
C 3.80958 -1.31610 0.40152 0.0707 0.0151 -0.1925
F 4.52570 -0.21983 0.63691 0.1638 0.1428 0.1861
F 3.17786 -1.11051 -0.77545 -0.2070 -0.0735 -0.2389
C 2.78559 -1.60029 1.44966 0.4167 -1.2258 -0.0664
O 3.60721 -3.39338 2.98444 0.1751 0.5069 -0.4289
O 1.39031 -1.32200 1.29856 -1.0172 1.1364 -0.2955
C 2.96205 2.15608 -1.94947 0.0940 0.0831 -0.0726
C 2.86077 2.03219 -0.47914 -0.0067 0.0660 -0.2128
N 1.94697 1.36043 0.21867 0.1135 0.2756 -0.5448
C 2.22983 1.57367 1.54689 0.3950 0.3489 0.5694
C 3.32632 2.36928 1.64428 -0.4320 -0.2630 0.4618
N 3.70407 2.64520 0.36487 -0.1032 -0.1002 -0.2255
H 2.26936 1.48042 -2.43990 0.0916 -0.0168 -0.0188
H 3.97416 1.92762 -2.28070 -0.0052 -0.0752 -0.0853
H 2.74119 3.17931 -2.25537 -0.0367 0.0106 -0.0663
H 1.60915 1.16723 2.32194 0.0290 -0.0397 0.1948
H 3.84919 2.74310 2.49992 0.1096 0.0993 0.1568
H 4.50455 3.20356 0.10134 -0.0613 -0.0359 -0.0621
```
Forces are in eV/Å.

The charge is +3. As for the electronic energy: -77020.0430 eV. Its LUMO energy (spin up / spin down) is -0.35600 / -0.39963 Ha. The spin multiplicity is 4. The expectation value of S² is 3.782. The relative energy (zero: lowest compared OMol25 entry of this formula, charge and spin) is 443.42 kJ/mol.

# 3
Below is a structure of composition C31H27AsCoFN7O4S4, with properties calculated with ωB97M-V with the def2-TZVPD basis set.

The geometry in XYZ format:
```
76
Properties=species:S:1:pos:R:3:forces:R:3
Co -0.87916 -0.10192 1.08248 0.3200 -0.1476 -0.6669
C -4.82607 -2.96405 -1.02781 0.4719 0.0776 0.9198
S -5.18057 -1.28758 -0.51133 0.2219 0.3612 0.1765
C -3.57146 -0.72557 0.04226 -0.2282 0.7248 0.0734
S -2.25948 -1.78850 0.47987 -0.5472 0.1019 -0.2216
N -3.52381 0.57843 0.09435 0.8267 -0.7826 0.2490
N -2.28675 1.00413 0.57824 -1.4384 0.0213 -0.3210
C -2.13618 2.31117 0.72747 -0.8338 -0.0632 -0.1884
C -0.92479 2.72046 1.21860 1.2272 -0.3298 0.4277
C -0.52320 4.02694 1.56560 0.1219 0.5188 -0.1704
C 0.71978 4.25296 2.09861 -0.2612 -0.0429 0.0604
C 1.59308 3.15817 2.29827 -0.1178 0.4736 0.1121
C 1.15624 1.91670 1.93634 -0.8895 0.1324 -0.4345
N -0.04319 1.66931 1.40977 0.4119 -0.0847 0.1875
H -5.76737 -3.48327 -1.10681 -0.2885 -0.2185 -0.0575
H -4.19433 -3.40925 -0.24929 -0.2395 -0.1492 -0.2673
H -4.29396 -2.96869 -1.95551 0.2714 -0.1235 -0.6297
H -2.94067 2.98200 0.49930 -0.3548 0.2112 -0.1003
H -1.22616 4.83065 1.36399 0.1190 0.0367 0.1775
H 1.02368 5.24965 2.41108 -0.0778 -0.0868 -0.1600
H 2.55436 3.26942 2.75391 0.3820 0.0987 0.1163
H 1.75625 1.05464 2.04893 0.6702 -0.7440 0.2146
S 0.79533 -1.80122 1.25293 0.4991 0.1878 0.5730
C 2.35589 -1.49642 0.48697 -0.3333 0.2763 0.5370
C 3.46881 -0.82217 0.95191 0.7958 0.5871 -0.7146
C 4.57561 -0.65078 0.06787 -0.0244 0.3652 1.3594
C 5.75284 0.01844 0.57554 -0.7490 -0.2687 -0.1866
N 6.67593 0.51489 1.04246 0.3788 0.2351 0.0497
C 4.56526 -1.17895 -1.21780 0.3753 0.2770 -0.4319
C 3.49450 -1.96473 -1.60184 -0.4189 0.0560 0.0691
C 2.38868 -2.11921 -0.75666 0.3106 -0.5629 -1.0139
S 0.95485 -3.03700 -1.09083 0.0761 0.2098 -0.1596
C 5.60319 -0.85232 -2.19655 -0.8525 -0.6476 1.0447
N 6.39190 -0.65034 -3.00294 0.3557 0.1853 -0.3511
H 3.52316 -0.32578 1.92183 -0.0843 -0.3597 -0.1606
H 3.52641 -2.40481 -2.57671 -0.2355 -0.2309 -0.3976
C -0.59857 2.53156 -2.24193 -0.2266 -0.0956 -0.2984
As -0.21257 0.63824 -1.89581 -0.1613 -0.3787 0.4183
C 1.07965 0.40543 -3.33253 0.2012 0.1691 -0.1664
C -1.81744 -0.23494 -2.73294 0.8758 -0.7224 0.5485
C -1.98147 -0.08549 -4.19051 0.2387 -0.2141 0.3385
C -2.51512 1.06888 -4.73170 -0.3541 0.7721 0.4648
C -2.65337 1.26241 -6.09007 -0.2394 0.5654 -0.4517
C -2.26257 0.25850 -6.96234 -0.0873 -0.5378 0.2635
C -1.77271 -0.92406 -6.41268 0.4817 -0.3433 -0.7646
C -1.57572 -1.09341 -5.05557 -0.1516 -0.3274 -0.0048
H -0.44354 2.78537 -3.28247 -0.1068 -0.0463 -0.4413
H 0.08663 3.14424 -1.67842 0.2075 0.1388 0.4485
H -1.62014 2.77788 -1.95447 0.0474 -0.0228 0.0832
H 0.61775 0.67431 -4.27426 -0.1011 -0.0873 -0.3668
H 1.42951 -0.62582 -3.35277 0.0236 0.0163 -0.0231
H 1.92306 1.08574 -3.18979 0.0131 -0.1492 0.1910
H -2.62299 0.16557 -2.14593 -0.5521 0.2970 0.0705
H -1.72152 -1.29869 -2.42880 0.0238 0.5709 -0.2119
H -2.84362 1.84341 -4.03637 0.0532 -0.1241 -0.2149
H -3.09145 2.20683 -6.44086 0.2452 -0.4538 0.0104
H -2.36016 0.30011 -8.04001 -0.1006 0.3237 0.0414
H -1.50429 -1.72417 -7.10470 0.0165 0.0950 0.2149
H -1.15638 -2.02000 -4.64320 -0.1668 0.3820 -0.2397
F 3.03486 0.87116 4.41932 0.1926 0.0986 -0.2244
C 2.32726 -0.22882 4.72723 0.2041 -0.0318 0.0645
C 1.00316 -0.15967 4.85414 -1.1081 1.1607 -0.3922
N 0.19534 -1.17981 5.24525 0.0241 -0.8319 0.0469
C -1.26954 -1.02801 5.34190 0.3046 0.2430 1.0233
C -1.89393 -0.35062 4.14503 -1.0079 0.5021 -0.8908
O -3.09106 -0.04568 4.28452 0.7204 -0.1477 -0.0571
O -1.12613 -0.20156 3.15722 -0.1055 -0.0154 0.4756
C 0.75467 -2.38889 5.56924 0.9408 -0.0379 0.2723
O 0.15596 -3.31237 6.06829 -0.3803 -0.5345 0.0389
N 2.13759 -2.46428 5.35710 0.3086 0.7325 -0.3702
C 3.02309 -1.47196 4.89588 -0.1692 -0.5468 0.1670
O 4.20177 -1.72034 4.71061 -0.2836 0.1533 0.1309
H 0.47678 0.76588 4.60104 0.2926 -0.2943 0.1833
H -1.49204 -0.42477 6.24214 -0.0314 -0.3968 -0.3294
H -1.74970 -2.00888 5.43402 0.4729 0.2172 0.1323
H 2.63037 -3.31873 5.55066 -0.4155 -0.3931 0.1048
```
Forces are in eV/Å.

The charge is -2. As for the electronic energy: -195733.0910 eV. Its LUMO energy (spin up / spin down) is 0.15041 / 0.13497 Ha. The spin multiplicity is 4. The expectation value of S² is 3.790. The relative energy (zero: lowest compared OMol25 entry of this formula, charge and spin) is 57.66 kJ/mol.